1.
# C39H99N9O15S6

A 15-piece molecular cluster, C39H99N9O15S6 overall (ωB97M-V with the def2-TZVPD basis set, the OMol25 dataset).

Computed properties:
Strongest force on any atom (eV/A): 4.0
E_HOMO (spin up / spin down) (eV): -0.1 / -6.5
E (eV): -151180.526
E_LUMO (spin up / spin down) (eV): 1.46 / 1.46
Multiplicity: 2
Expectation value of S²: 0.75
Total charge: -1

Each line ends with the Mulliken charge.
Element x y z (Å)
C  -1.33  26.50  17.94  0.28
C  -2.07  25.82  16.75  0.59
O  -3.28  25.97  16.64  -0.73
N  -1.32  25.00  16.03  0.26
C  -1.82  24.21  14.87  -1.01
H  -0.42  25.94  18.16  -0.43
H  -1.94  26.40  18.84  0.09
H  -1.10  27.52  17.65  0.21
H  -0.43  24.79  16.46  0.21
H  -1.98  23.17  15.14  0.31
H  -1.05  24.27  14.10  0.31
H  -2.72  24.66  14.45  0.37
C  3.28  23.60  17.93  -0.49
C  2.32  24.03  16.90  0.20
O  1.15  24.11  17.09  -0.83
N  2.92  24.24  15.69  0.12
C  2.29  24.65  14.44  -0.77
H  4.03  23.09  17.32  0.40
H  2.89  22.97  18.73  0.30
H  3.75  24.47  18.39  -0.31
H  3.92  24.40  15.71  0.28
H  2.21  23.77  13.80  0.33
H  2.87  25.49  14.06  0.39
H  1.26  24.94  14.65  -0.02
C  5.24  19.71  16.88  -1.21
C  5.88  20.57  17.94  0.74
O  7.02  20.88  17.85  -0.60
N  5.10  20.91  18.94  -0.01
C  5.54  21.70  20.12  -1.11
H  4.53  19.05  17.38  0.35
H  6.04  19.14  16.39  0.31
H  4.54  20.15  16.18  0.27
H  4.11  20.75  18.82  0.22
H  5.17  22.73  20.14  0.32
H  6.61  21.82  20.28  0.33
H  5.19  21.13  20.98  0.43
C  5.60  19.62  26.40  -1.11
C  4.55  20.23  25.45  0.73
O  4.37  19.80  24.27  -0.67
N  3.87  21.27  25.92  0.02
C  2.92  22.08  25.12  -0.91
H  5.60  18.56  26.12  0.33
H  5.48  19.71  27.48  0.36
H  6.58  20.03  26.16  0.24
H  3.82  21.40  26.92  0.21
H  3.08  23.12  25.42  0.04
H  1.86  21.90  25.30  0.53
H  3.01  21.91  24.05  0.28
C  6.48  30.08  15.93  -2.00
C  5.48  29.26  16.79  -1.50
O  4.33  29.75  16.90  0.64
N  5.85  28.09  17.19  2.17
C  5.00  27.15  17.84  -2.47
H  7.46  29.67  16.16  0.78
H  6.41  31.15  16.12  0.33
H  6.17  29.89  14.90  0.19
H  6.78  27.72  16.99  0.54
H  5.65  26.34  18.15  0.71
H  4.18  26.79  17.22  -0.25
H  4.47  27.56  18.70  -0.33
C  1.51  31.02  17.99  -1.17
C  0.91  29.95  17.06  0.72
O  -0.20  30.15  16.52  -0.72
N  1.68  28.84  16.78  0.80
C  1.28  27.80  15.89  -1.21
H  2.29  30.71  18.68  0.13
H  0.73  31.44  18.62  0.38
H  1.95  31.85  17.43  0.48
H  2.66  28.89  17.01  -0.24
H  0.24  27.83  15.56  0.42
H  1.55  26.78  16.17  0.33
H  1.89  27.96  15.01  0.44
C  -2.44  28.49  26.81  -1.18
C  -1.44  29.01  25.80  0.71
O  -1.30  30.20  25.55  -0.68
N  -0.60  28.07  25.33  0.47
C  0.58  28.37  24.50  -0.30
H  -3.28  28.04  26.26  0.20
H  -2.85  29.33  27.38  0.37
H  -1.99  27.77  27.49  0.30
H  -0.67  27.11  25.63  -0.01
H  1.46  28.41  25.15  0.13
H  0.61  29.29  23.92  -0.08
H  0.77  27.56  23.80  -0.09
C  -3.94  22.93  26.90  -1.30
C  -3.11  23.92  26.09  0.67
O  -3.46  25.05  25.85  -0.60
N  -1.90  23.43  25.81  0.08
C  -0.89  24.27  25.19  -0.15
H  -4.64  23.42  27.58  0.35
H  -3.33  22.23  27.46  0.36
H  -4.56  22.28  26.27  0.30
H  -1.69  22.45  25.94  0.30
H  -1.29  25.24  24.89  -0.09
H  -0.37  23.88  24.32  0.26
H  -0.05  24.51  25.84  -0.22
C  3.93  27.62  26.74  -1.03
C  2.99  26.42  26.87  0.67
O  2.11  26.22  26.05  -0.25
N  3.12  25.61  27.90  -0.14
C  2.20  24.62  28.42  -0.66
H  3.39  28.50  26.39  0.18
H  4.71  27.46  25.99  0.04
H  4.40  27.97  27.66  0.47
H  3.76  25.96  28.61  0.27
H  1.75  24.91  29.37  0.32
H  2.80  23.72  28.60  0.27
H  1.42  24.42  27.69  0.05
C  2.28  25.59  22.78  0.52
S  2.62  24.80  21.09  0.14
O  4.19  24.90  20.96  -0.25
C  1.76  26.14  20.09  0.54
H  1.21  25.48  22.99  -0.11
H  2.49  26.66  22.77  -0.32
H  2.85  24.99  23.49  0.05
H  2.14  27.15  20.24  0.27
H  0.75  26.29  20.47  -0.28
H  1.68  25.95  19.02  -0.40
C  4.12  31.06  24.01  -0.97
S  3.58  30.45  22.33  0.61
O  2.86  29.11  22.58  -0.54
C  2.15  31.70  22.13  -0.73
H  3.22  31.15  24.62  0.27
H  4.64  32.02  23.98  0.39
H  4.84  30.31  24.32  0.26
H  2.70  32.64  22.23  0.38
H  1.27  31.50  22.74  0.27
H  1.82  31.81  21.10  0.06
C  6.01  27.46  21.07  -1.45
S  7.08  27.80  22.60  0.02
O  7.70  26.47  23.00  -0.60
C  8.40  28.70  21.72  -0.35
H  5.85  28.42  20.58  0.72
H  5.04  27.01  21.30  0.23
H  6.64  26.90  20.37  0.55
H  9.31  28.12  21.62  0.26
H  8.68  29.55  22.35  0.12
H  8.03  29.17  20.81  0.30
C  6.34  23.71  22.91  0.08
S  6.36  23.29  24.71  0.73
O  7.59  22.46  25.10  -0.77
C  6.61  24.97  25.47  -0.72
H  7.34  23.70  22.48  0.50
H  5.90  24.71  22.86  -0.39
H  5.74  22.94  22.43  -0.16
H  6.41  24.72  26.51  0.45
H  5.85  25.61  25.01  -0.21
H  7.64  25.31  25.39  0.36
C  -0.55  29.36  20.89  -0.18
S  -1.88  28.11  21.24  0.45
O  -1.19  27.00  21.99  -0.57
C  -2.86  29.03  22.55  -0.99
H  -0.97  30.36  20.77  0.59
H  -0.10  29.15  19.92  -0.21
H  0.22  29.37  21.66  -0.17
H  -3.30  28.29  23.22  0.26
H  -3.65  29.69  22.19  0.44
H  -2.16  29.65  23.10  0.21
C  -1.38  24.01  20.60  0.00
S  -1.71  22.42  21.44  0.21
O  -0.48  22.29  22.32  -0.50
C  -2.98  22.92  22.63  -0.64
H  -1.19  24.78  21.35  -0.25
H  -2.21  24.30  19.96  0.45
H  -0.54  23.95  19.91  0.04
H  -3.03  22.33  23.54  0.31
H  -4.02  22.94  22.31  0.48
H  -2.79  23.93  22.98  -0.05

***

2.
# C3Br2ClCsF3O4S

C3Br2ClCsF3O4S as an isolated structure (ωB97M-V with the def2-TZVPD basis set, the OMol25 dataset).

Computed properties:
Strongest force on any atom (eV/A): 7.1
Energy above the lowest of the compared OMol25 structures with the same formula, charge and spin (kJ/mol): 222.6
E_HOMO (eV): -13.8
E (eV): -183434.729
E_LUMO (eV): -3.86
Total charge: +1

Each line ends with the Mulliken charge.
Element x y z (Å)
O  2.20  -1.39  -1.45  -0.52
S  0.84  -0.86  -1.15  1.13
O  -0.06  -1.78  -1.98  -0.60
O  0.60  0.81  -1.31  -0.24
C  0.80  1.34  0.04  0.09
Cl  0.49  3.14  0.26  -0.05
Br  2.79  1.28  0.35  0.06
C  -0.02  0.34  0.97  0.09
Br  0.43  0.60  2.88  0.06
C  -1.63  0.38  0.96  0.88
F  -2.18  1.57  0.49  -0.22
F  -2.18  0.14  2.23  -0.22
F  -2.09  -0.64  0.09  -0.24
O  0.38  -0.98  0.48  -0.23
Cs  -0.38  -3.95  -2.84  1.01

***

3.
# C3Br2S3

C3Br2S3 as an isolated structure (ωB97M-V with the def2-TZVPD basis set, the OMol25 dataset).

Computed properties:
Strongest force on any atom (eV/A): 2.6
E_HOMO (eV): -8.0
E (eV): -175695.218
E_LUMO (eV): -1.55

Each line ends with the natural charge from an NBO analysis.
Element x y z (Å)
C  -0.93  0.99  0.21  -0.46
C  -0.51  -1.33  -0.52  -0.44
C  1.49  0.09  0.07  -0.56
S  3.10  0.28  -0.02  0.12
S  0.56  1.50  -0.31  0.54
S  0.83  -1.51  0.49  0.42
Br  -2.41  1.99  0.07  0.23
Br  -2.12  -2.02  0.00  0.14